#P
An isolated ion of composition C5H9N4O2 and charge -1. Source: the Open Molecules 2025 dataset; level of theory: ωB97M-V/def2-TZVPD.

The geometry in XYZ format:
```
20
Properties=species:S:1:pos:R:3
O -3.61307 -0.59773 -1.11154
N -2.75850 -0.09568 -0.35240
N -2.86974 1.05284 0.10859
N -1.88616 1.40455 1.00246
C -0.73951 0.53276 0.96457
C -1.23174 -0.88766 0.93722
N -0.47683 -1.84587 0.40812
O -0.74936 -3.10101 0.68518
C 0.34858 -1.54849 -0.74673
C 1.09884 -0.28610 -0.43951
C 0.04772 0.82886 -0.29116
H -1.66404 2.44629 0.74926
H -0.00677 0.60754 1.92712
H -1.89525 -1.07899 1.77192
H -0.22827 -1.72231 -1.68421
H 1.12571 -2.43278 -0.74444
H 2.04525 -0.07077 -1.06082
H 1.64530 -0.49203 0.44660
H 0.50239 1.88177 -0.31483
H -0.78521 0.65762 -1.17941
```

Calculated values
- structure (SMILES) = [O-]/N=N/N[C@H]1C=[N+]([O-])CCC1
- LUMO energy (spin up / spin down) (hartree) = 0.130 / 0.130
- total charge = -1

Löwdin atomic charges, in units of e: atom 1 (O): -0.195, atom 2 (N): -0.302, atom 3 (N): -0.067, atom 4 (N): -0.096, atom 5 (C): -0.385, atom 6 (C): -0.058, atom 7 (N): -0.308, atom 8 (O): -0.234, atom 9 (C): -0.173, atom 10 (C): -0.219, atom 11 (C): -0.184, atom 12 (H): 0.138, atom 13 (H): 0.179, atom 14 (H): 0.137, atom 15 (H): 0.134, atom 16 (H): 0.143, atom 17 (H): 0.124, atom 18 (H): 0.086, atom 19 (H): 0.118, atom 20 (H): 0.162

---

#Q
An isolated ion of composition C5H9N4O2 and charge -1. Source: the Open Molecules 2025 dataset; level of theory: ωB97M-V/def2-TZVPD.

The geometry in XYZ format:
```
20
Properties=species:S:1:pos:R:3
C -1.75923 0.83780 -0.27569
C 0.58338 1.54690 -0.55137
C 0.90999 1.16175 0.97007
C 1.26871 -1.84372 -0.56382
C 1.96631 -0.91379 0.42362
N -0.87410 1.31894 -0.88923
N -2.85397 0.58372 0.18274
N 1.03424 -0.15802 1.29046
N -3.98750 -0.09867 0.02485
O -4.10778 -0.90890 -0.85240
O -4.89716 0.16311 0.82945
H 0.82863 2.57181 -0.76110
H 1.12375 0.62543 -1.04982
H 1.88011 1.78852 1.13874
H 0.25533 1.58943 1.72220
H 0.24549 -2.22978 -0.26330
H 1.23003 -1.48564 -1.72440
H 1.91358 -2.73892 -0.55481
H 2.58087 -1.50666 1.07079
H 2.65934 -0.30329 -0.16696
```

Calculated values
- LUMO energy (spin up / spin down) (hartree) = 0.115 / 0.115
- total charge = -1

Löwdin atomic charges, in units of e: atom 1 (C): -0.194, atom 2 (C): -0.147, atom 3 (C): -0.460, atom 4 (C): -0.171, atom 5 (C): -0.426, atom 6 (N): 0.127, atom 7 (N): 0.165, atom 8 (N): -0.155, atom 9 (N): -0.461, atom 10 (O): 0.053, atom 11 (O): 0.007, atom 12 (H): 0.073, atom 13 (H): 0.098, atom 14 (H): 0.084, atom 15 (H): 0.075, atom 16 (H): 0.068, atom 17 (H): 0.092, atom 18 (H): 0.032, atom 19 (H): 0.062, atom 20 (H): 0.077

---

What should be chosen as the least stable of them? Choose #Q.

---

#P
A 2-piece molecular cluster, C4H11N4 overall. Source: the Open Molecules 2025 dataset; level of theory: ωB97M-V/def2-TZVPD.

The geometry in XYZ format:
```
19
Properties=species:S:1:pos:R:3
C -0.79470 -0.29686 -0.47909
C 4.21086 -0.73118 0.52224
C -0.25842 2.04819 -0.33720
C -3.07410 -1.27630 -0.26946
N 2.61697 -0.13003 -1.28019
N 3.34212 -0.41061 -0.47029
N -1.19014 0.94981 -0.43050
N -1.62595 -1.30837 -0.45265
H 4.40587 -1.80836 0.52060
H 3.78740 -0.44588 1.49180
H 5.15764 -0.19817 0.37402
H 0.59289 1.74751 0.27318
H 0.10352 2.34787 -1.32392
H -0.74380 2.90262 0.13086
H -3.34987 -0.47717 0.41695
H -3.39685 -2.22240 0.15874
H -3.58637 -1.12675 -1.22215
H -2.17042 1.20871 -0.53355
H -1.23734 -2.22733 -0.60128
```

Calculated values
- LUMO energy (spin up / spin down) (hartree) = -0.120 / -0.246
- multiplicity = 3
- total charge = +1

Löwdin atomic charges, in units of e: atom 1 (C): 0.067, atom 2 (C): -0.108, atom 3 (C): -0.048, atom 4 (C): -0.023, atom 5 (N): 0.079, atom 6 (N): -0.197, atom 7 (N): 0.014, atom 8 (N): 0.009, atom 9 (H): 0.102, atom 10 (H): 0.078, atom 11 (H): 0.106, atom 12 (H): 0.088, atom 13 (H): 0.102, atom 14 (H): 0.099, atom 15 (H): 0.096, atom 16 (H): 0.105, atom 17 (H): 0.107, atom 18 (H): 0.163, atom 19 (H): 0.158

---

#Q
An isolated ion of composition C4H11N4 and charge +1. Source: the Open Molecules 2025 dataset; level of theory: ωB97M-V/def2-TZVPD.

The geometry in XYZ format:
```
19
Properties=species:S:1:pos:R:3
C 1.24358 0.58429 -0.24666
C 1.08349 -0.86696 -0.38909
C 2.04985 -1.71600 -0.07843
C -1.29325 0.43711 1.39019
N 0.32789 1.41808 -0.60692
N -1.67740 0.04993 0.05311
N 2.22954 1.21287 0.40319
N -0.91607 0.98414 -0.95820
H 0.19131 -1.22133 -0.94568
H 1.76413 -2.76333 -0.25623
H 2.96449 -1.49271 0.56527
H -2.58225 0.24954 -0.23087
H -1.47790 -0.36710 2.05111
H -0.11680 0.37116 1.42718
H -1.51147 1.38979 1.70212
H 3.13474 0.66487 0.43904
H 2.44950 2.22011 0.19469
H -1.41264 1.87266 -1.21822
H -1.10109 0.58361 -1.87529
```

Calculated values
- LUMO energy (spin up / spin down) (hartree) = -0.127 / -0.280
- multiplicity = 3
- total charge = +1

Löwdin atomic charges, in units of e: atom 1 (C): -0.497, atom 2 (C): -0.168, atom 3 (C): 0.001, atom 4 (C): -0.073, atom 5 (N): 0.131, atom 6 (N): 0.037, atom 7 (N): 0.204, atom 8 (N): 0.031, atom 9 (H): 0.110, atom 10 (H): 0.071, atom 11 (H): 0.089, atom 12 (H): 0.093, atom 13 (H): 0.094, atom 14 (H): 0.115, atom 15 (H): 0.063, atom 16 (H): 0.147, atom 17 (H): 0.156, atom 18 (H): 0.205, atom 19 (H): 0.190

---

What should be chosen as the least stable of them? Choose #Q.